No. 1
Entry from the Open Molecules 2025 dataset: a molecular structure, C24H54IrN12S (wB97M-V/def2-TZVPD).

Last column: Mulliken charge in e.
CARTESIAN COORDINATES (ANGSTROEM)
1 Ir 0.08096 0.00747 0.46286  0.24
2 S 1.71453 1.58654 1.31363  -0.53
3 N -1.48535 -1.30312 -0.04704  -0.04
4 N 3.21972 3.67849 0.67286  -0.20
5 N -2.76693 -2.57396 -1.57889  0.37
6 N -0.57840 -3.14113 -1.15707  0.65
7 N -1.42648 1.35508 0.49764  0.20
8 N -0.37026 -0.17059 2.46082  0.41
9 N -0.31379 -1.22259 4.56461  0.27
10 N 0.42313 0.10316 -3.88064  0.73
11 N 2.16007 2.90100 -1.06491  -0.10
12 N 2.02941 -0.73535 -2.44796  1.05
13 N 0.23292 0.50425 -1.57379  0.20
14 N 1.08432 -1.91946 2.83801  0.19
15 C 0.11186 -1.07524 3.29387  0.14
16 C 1.25186 -3.27330 3.37924  -1.23
17 C -1.22077 0.93536 2.93864  -0.57
18 C -1.35346 2.00327 1.85291  -1.73
19 C 1.32170 0.41674 -4.99205  -1.15
20 C -0.41697 -3.83703 -2.42952  -1.23
21 C -1.61189 -2.30292 -0.91871  -0.16
22 C -2.68012 -0.78317 0.61658  -0.44
23 C -1.72430 -1.17743 4.94328  -0.95
24 C 2.37850 2.75172 0.24057  0.97
25 C 2.45212 -1.75715 -3.40466  -1.41
26 C 0.61767 -1.50311 5.66087  -1.14
27 C -3.25282 -3.94836 -1.73130  -1.23
28 C 3.04854 3.92694 -1.64122  -0.75
29 C 3.01546 -0.49458 -1.40801  -1.01
30 C -0.79854 1.52197 -1.87141  -0.33
31 C 3.56153 4.64588 -0.38086  -0.60
32 C -2.77664 0.70012 0.32671  -0.92
33 C -0.95106 -0.19338 -4.26092  -1.37
34 C 0.87721 -0.04517 -2.60647  -1.02
35 C 1.94356 -1.54204 1.75566  -0.96
36 C -3.66998 -1.57048 -2.12007  -1.17
37 C 0.31131 -3.59718 -0.10748  -1.08
38 C -1.14719 2.31013 -0.61575  -1.69
39 H -0.79589 1.39260 3.83494  0.72
40 H 0.89141 1.23947 -5.56383  0.39
41 H 1.33606 -3.98101 2.55497  0.48
42 H -0.45985 2.21730 -2.64502  0.75
43 H -1.90982 -1.98871 5.64698  0.41
44 H 0.45076 -0.77311 6.45282  0.43
45 H 3.43669 3.80857 1.64832  0.26
46 H 0.27189 -4.68779 -0.05030  0.51
47 H -2.35700 -1.34881 4.07528  0.23
48 H 3.04665 5.58977 -0.20499  0.32
49 H -0.49802 2.66844 1.85005  0.49
50 H 2.69618 0.29099 -0.73630  0.23
51 H -2.25419 2.59915 2.00757  0.44
52 H 3.19253 -1.40644 -0.83312  0.22
53 H -0.77786 -4.86579 -2.38739  0.44
54 H -0.32024 2.94190 -0.29942  0.45
55 H -0.01140 -3.18318 0.84439  0.26
56 H -2.02066 2.94301 -0.78855  0.38
57 H -3.22102 -4.27498 -2.77156  0.38
58 H -2.57856 -0.95567 1.68798  -0.30
59 H 2.60064 -2.37702 1.51591  0.54
60 H 2.14375 -3.35266 4.00076  0.40
61 H 0.46163 -2.50065 6.07312  0.39
62 H 1.70665 2.17005 -1.59028  0.09
63 H 4.63272 4.82468 -0.40848  0.35
64 H -1.99868 -0.23888 5.42697  0.31
65 H 1.41200 -1.39610 0.74829  0.04
66 H 0.64521 -3.86690 -2.66938  0.32
67 H 1.34549 -3.31151 -0.31447  0.28
68 H 2.54414 -0.66181 1.95988  0.66
69 H -3.59188 -1.28623 0.30552  0.82
70 H 3.27971 -1.40808 -4.02404  0.32
71 H -3.09684 0.86853 -0.69679  0.41
72 H -3.48970 1.20256 0.97986  0.58
73 H 3.85744 3.45542 -2.19998  0.34
74 H 1.45805 -0.43045 -5.66584  0.39
75 H -2.21504 0.57705 3.20645  0.55
76 H -3.90615 -1.83106 -3.15346  0.42
77 H 3.96544 -0.21080 -1.86770  0.42
78 H -1.70674 1.06006 -2.25945  0.30
79 H 1.64446 -1.40576 5.31979  0.34
80 H -2.66880 -4.62782 -1.11764  0.40
81 H -1.52927 0.70272 -4.49669  0.28
82 H 2.29117 0.73301 -4.61525  0.34
83 H -1.44093 -0.75146 -3.46630  0.42
84 H 2.79635 -2.62986 -2.84750  0.41
85 H -4.61190 -1.52089 -1.56914  0.28
86 H -0.93429 -0.82342 -5.15205  0.38
87 H -0.94435 -3.30773 -3.21945  0.34
88 H 1.62537 -2.05278 -4.04186  0.46
89 H 2.49770 4.59114 -2.30149  0.41
90 H -3.19861 -0.59358 -2.11771  0.34
91 H -4.28775 -3.98833 -1.39016  0.40
92 H 0.38149 -3.54342 3.96839  0.41

Properties
- Total charge: +3
- Highest occupied orbital energy: -16.29 eV
- Frontier orbital gap: 8.140 eV
- Energy above the lowest of the compared OMol25 structures with the same formula, charge and spin: 0.035 eV
- E: -57297.9065 eV
- Molar mass: 735.1 g/mol

No. 2
Entry from the Open Molecules 2025 dataset: 3 unconnected molecules or ions with the total composition C24H55F5N7O3P3 at a distorted geometry (wB97M-V/def2-TZVPD).

Last column: Mulliken charge in e.
CARTESIAN COORDINATES (ANGSTROEM)
1 P -1.90517 -0.08894 2.61319  0.01
2 P -2.16278 4.99941 -6.54705  0.70
3 P 0.37026 -6.10710 6.45772  0.71
4 F 4.46092 3.65602 -0.83410  -0.24
5 F 1.71882 3.97660 -1.78202  -0.30
6 F 4.54835 4.47131 -3.08702  -0.25
7 F 5.06599 2.14254 -2.71146  -0.23
8 F 2.33812 3.24285 -3.96565  -0.28
9 O -0.52538 -4.84856 6.56457  -0.84
10 O 2.48335 -2.46072 0.23305  -0.58
11 O -1.86420 3.53422 -6.94907  -0.83
12 N -0.80634 -6.99798 5.58718  0.31
13 N -2.50601 6.68375 -6.08490  -0.04
14 N -0.90799 5.04468 -5.38114  0.28
15 N 1.39987 -7.55390 6.33488  -0.03
16 N -1.75510 5.62614 -8.05508  0.26
17 N 1.53465 -5.34901 5.50764  0.39
18 N 0.12763 -3.20745 0.89427  -0.50
19 C -2.20724 -6.74736 5.96347  -1.00
20 C 2.50048 -7.84828 5.43364  -0.80
21 C -0.43517 5.84869 -8.61886  -1.09
22 C -2.28175 1.69179 2.00624  -0.78
23 C -2.73000 5.40224 -9.11971  -1.16
24 C 2.10664 1.44636 -2.22007  -0.75
25 C 2.20482 0.99621 -0.61511  -0.30
26 C 2.58214 2.99101 -2.49610  0.68
27 C 0.69623 0.36288 -0.26732  -0.80
28 C -0.95510 1.35089 5.05840  -1.03
29 C -0.87821 -1.01681 1.29823  -0.18
30 C -2.14138 7.92877 -6.73851  -0.80
31 C -2.95249 6.89075 -4.71018  -1.03
32 C -0.77335 -0.05830 4.19813  -0.26
33 C 0.36003 5.74242 -5.48218  -1.07
34 C 4.19081 3.25762 -2.26362  0.61
35 C 0.90709 -8.74837 7.01492  -1.04
36 C 2.41289 -4.41387 6.20634  -1.22
37 C 0.69236 -0.62660 1.03936  0.50
38 C -0.72166 -2.53072 1.99094  -0.48
39 C 1.23171 -2.16224 0.65458  0.26
40 C 1.48394 -5.03073 4.09141  -1.00
41 C -0.67193 3.79181 -4.64527  -1.09
42 C -0.78288 -7.34081 4.17762  -1.09
43 H 2.71091 0.67429 -2.86185  0.31
44 H 2.99567 -8.79146 5.69089  0.37
45 H -2.59453 -5.84238 5.48820  0.28
46 H -3.71446 7.67565 -4.64873  0.40
47 H 0.93309 -5.75503 3.50141  0.39
48 H 0.17681 -7.74581 3.86029  0.24
49 H 2.50081 -5.06672 3.67337  0.38
50 H -0.05875 3.09611 -5.22395  0.30
51 H 1.06410 5.21509 -6.13248  0.37
52 H 0.33233 -0.18375 3.82658  0.23
53 H -0.12689 -2.56517 3.00904  -0.14
54 H -0.06740 4.98209 -9.16442  0.34
55 H -0.16923 3.97932 -3.68816  0.33
56 H 1.34089 -0.16072 1.89423  0.34
57 H -2.34848 5.65343 -10.11737  0.38
58 H 2.99093 0.11473 -0.46744  0.30
59 H -1.50449 -1.10902 0.31240  0.30
60 H -1.76696 -3.01351 2.24053  0.35
61 H -0.55986 1.27883 6.15744  0.31
62 H 3.29237 -7.09564 5.49599  0.24
63 H 3.10502 -4.97175 6.84391  0.37
64 H -2.11221 1.64350 5.07817  0.27
65 H -1.14026 -0.96779 4.87497  0.24
66 H -2.11673 7.16456 -4.05788  0.30
67 H -3.43250 1.69591 1.70344  0.29
68 H -3.41482 5.98136 -4.31129  0.32
69 H -1.06420 8.10498 -6.73825  0.22
70 H 1.05923 -4.04665 3.90402  0.17
71 H 0.24718 6.77053 -5.82274  0.21
72 H -1.62386 3.30083 -4.39860  0.35
73 H -0.61658 -3.25100 0.14062  0.38
74 H -0.47095 6.71141 -9.30041  0.38
75 H 0.83374 5.83315 -4.49508  0.32
76 H -2.85333 -7.58792 5.68072  0.34
77 H 1.84394 -3.72547 6.83908  0.31
78 H 3.02447 -3.80440 5.52923  0.37
79 H -1.04835 -6.48749 3.54671  0.27
80 H 1.72496 -9.31902 7.46867  0.41
81 H 0.36583 -9.40382 6.32471  0.31
82 H -2.06762 2.53398 2.78993  0.29
83 H 0.23016 -8.47792 7.83253  0.31
84 H 0.31150 6.12750 -7.88340  0.35
85 H -3.60786 6.03192 -8.94762  0.35
86 H -2.30388 -6.64168 7.05323  0.29
87 H -2.60076 8.79491 -6.24887  0.37
88 H 2.48783 1.90220 0.07046  0.35
89 H -0.43241 2.20511 4.42618  0.25
90 H -2.50479 7.97072 -7.76983  0.25
91 H -0.01593 1.28955 -0.19187  -0.03
92 H -3.05813 4.35852 -9.15031  0.30
93 H 0.96199 1.38770 -2.54766  0.31
94 H 2.18122 -7.93686 4.39364  0.23
95 H -1.50187 -8.14259 3.96037  0.39
96 H 0.41918 -0.28663 -1.22762  0.35
97 H -1.68905 1.96107 1.03357  0.19

Properties
- Total charge: 0
- Highest occupied orbital energy: -7.81 eV
- Frontier orbital gap: 6.808 eV
- E: -83792.7559 eV
- Molar mass: 677.7 g/mol

Question: The lowest total charge belongs to which entry?
Answer: C24H55F5N7O3P3